(1)
Computed, not measured: a cluster of 12 separate species, C34H92O12 in total in a non-equilibrium geometry, with ωB97M-V with the def2-TZVPD basis set.

Computed properties:
Highest occupied orbital energy in eV: -9.9
Energy in Ha: -2253.26394
ΔE to the lowest compared entry with this formula, charge and spin in kcal per mole: 152.7
LUMO energy in eV: 0.17
SMILES: CC(C)O.CC(C)O.CC(C)O.CC(C)O.CC(C)O.CC(C)O.CC(C)O.CC(C)O.CC(C)O.CC(C)O.CCO.CCO

```
! RIJCOSX wB97M-V def2-TZVPD def2/J DEFGRID3
* xyz 0 1
C -5.4030 4.5126 11.3452
C 1.7643 12.9732 0.5428
H -0.7124 12.1299 -0.7857
H -12.8753 7.5229 -0.5151
C -6.0580 3.0275 -0.2305
H -2.3797 15.1409 -3.3924
H -5.2596 15.3853 -4.0125
H 0.8860 11.1766 1.0262
H -1.9386 9.2716 7.7770
H 0.2896 8.9926 6.9999
H -7.0409 5.2947 -2.3239
H -4.7748 13.5287 -5.1846
C -0.5182 3.7080 4.2465
H -7.8302 2.9381 7.5387
H -11.7727 10.3615 -5.2348
H -9.5588 10.9030 -4.2445
O -10.6960 10.0320 -2.9427
H 0.2990 4.3863 4.4915
C -4.8272 13.6646 -2.9149
O -1.7616 5.6364 3.2999
H -9.0403 1.2372 5.8302
H -5.8649 7.0262 3.3890
H -2.8030 4.0257 10.5878
H -1.6023 11.8664 0.6143
H 2.1165 12.6565 -0.4389
H -3.4110 10.5362 6.2848
H -2.6112 7.7870 5.5735
C -0.4987 8.5583 6.3850
H -0.1747 8.5972 5.3450
O -12.1004 9.1550 1.1317
H 2.6336 12.8073 1.1791
H -3.4824 16.0203 -2.3435
H -0.1086 2.8215 3.7622
C -12.6574 7.0665 0.4505
H -7.5730 16.4083 2.8747
H -5.2722 2.4028 -2.9467
H -4.1325 17.2126 3.9114
H -9.2483 8.1391 9.1820
H -5.6885 13.1224 -3.3051
C -10.4927 11.1272 -3.7292
C -4.3875 14.7398 -3.9088
H -0.3150 7.5343 6.7102
H -4.8387 4.4617 12.2763
H 0.1397 13.5431 2.4148
C -0.8278 4.1791 1.7517
O -5.0878 17.2767 3.8409
H -2.3512 3.7505 3.2096
H -13.3500 6.2428 0.6236
H 0.1801 4.5723 1.8846
H -7.3279 9.3964 8.4363
H -11.3061 12.0307 -5.3803
H -10.6174 10.3632 7.3398
O -3.9992 14.0780 -5.0489
O -2.9488 8.1794 6.3819
H -7.5411 3.0991 -1.8323
H -5.0770 3.4195 0.0381
O -5.0448 7.4378 1.0847
C -3.4077 4.3983 9.7610
H -6.3068 5.0318 11.6641
C -1.4090 4.2924 3.1274
C -2.3754 10.3338 6.0115
H -5.9324 1.9450 -0.2053
C -5.3568 16.4795 2.7407
O -6.9009 4.9780 -1.4285
C -12.0896 7.4898 2.8210
H -10.9411 1.2828 7.0874
H -6.0949 3.6485 -3.7441
H -10.3333 3.2895 5.1894
O -7.8301 2.1496 6.9911
H -12.4001 6.4500 2.9238
C 0.5173 12.2024 1.0338
H -5.7586 7.1203 0.5268
H -10.7960 10.1233 9.1210
H -1.0868 3.3887 5.1199
H -5.2314 17.1067 1.8581
H -11.7249 6.5104 0.3546
H -3.9153 13.1135 -2.6854
H -3.7423 3.5764 9.1281
H -2.3762 5.8681 2.5997
C -9.2826 8.8232 8.3340
C -9.3379 3.3954 5.6206
H -9.4660 4.3230 6.1785
H -4.7247 5.8290 8.4418
H -11.8356 9.7416 1.8440
C -12.7330 8.0412 1.5952
C -6.6890 15.7793 2.7693
H -5.8335 9.7110 0.0135
H -4.8036 9.0069 2.3020
H -3.2958 16.5990 -3.9970
C -9.0919 2.1322 6.4502
C -6.4207 7.7741 2.8233
H -6.8535 3.3287 0.4510
C -6.4033 9.3487 0.8692
C -6.5957 3.5802 -1.5816
H -1.6695 11.1421 6.2020
C -3.3119 15.7055 -3.3730
H -8.5591 3.6020 4.8865
C -5.6322 3.4188 -2.7843
H -11.0032 7.4133 2.7757
H -1.3066 4.8048 0.9984
H 1.4259 14.0077 0.6011
H -6.8804 10.1600 1.4190
H -6.8988 8.5092 3.4707
H -6.8516 15.0544 1.9717
C -4.5647 5.2846 10.2888
H -10.2182 13.2500 -3.0998
H -4.6491 15.6536 2.6688
C -5.5700 8.4305 1.7838
H -10.7691 2.8932 7.6162
C -10.3048 12.2341 -2.7142
C -11.6104 11.2725 -4.6588
H -2.4145 10.3002 4.9227
O -5.3087 5.5007 9.1294
C -0.7504 12.4451 0.2571
H -4.8318 4.1584 -2.7611
H -11.4350 9.0028 7.9992
H -0.9562 13.5131 0.1859
C -10.2024 1.9692 7.5014
C -1.9428 9.0684 6.7061
H -11.2652 12.2604 -2.1994
H -4.1044 6.2188 10.6103
H -9.9754 1.7298 8.5402
H -12.3843 7.9210 3.7777
H -13.7338 8.3633 1.8831
H -11.0290 10.3572 -2.1031
H -0.6539 3.1760 1.3623
H -7.2144 8.8457 0.3427
H -6.7375 15.0699 3.5954
H -9.0782 8.2738 7.4150
C -10.5744 9.6511 8.1639
H -12.5135 11.5980 -4.1425
O 0.1957 12.5848 2.4016
O -8.1968 9.8038 8.4628
H -5.6077 3.4652 11.1234
H -2.6594 5.0271 9.2785
H -7.1349 7.1097 2.3369
H -9.4143 11.9683 -2.1446
H -5.1434 14.1544 -1.9938
*
```


(2)
Computed, not measured: a cluster of 9 separate species, C34H94N8O10 in total in a non-equilibrium geometry, with ωB97M-V with the def2-TZVPD basis set.

Computed properties:
Highest occupied orbital energy in eV: -8.7
Energy in Ha: -2542.03631
ΔE to the lowest compared entry with this formula, charge and spin in kcal per mole: 48.2
LUMO energy in eV: 0.40
SMILES: COC[C@H](C)N.COC[C@H](C)N.COC[C@H](C)N.COC[C@H](C)N.COC[C@H](C)N.COC[C@H](C)N.COC[C@H](C)N.COC[C@H](C)N.OCCO

```
! RIJCOSX wB97M-V def2-TZVPD def2/J DEFGRID3
* xyz 0 1
H -4.8095 -1.2533 -0.5319
H -0.4835 0.7280 -3.6152
H 3.0942 0.6338 5.4515
C -5.2896 -2.7705 3.8353
H 2.4062 5.7754 -0.0182
C 1.3800 -2.8201 -0.6963
H 2.0001 3.0413 1.4882
H 2.1741 -5.9890 -2.9496
H -2.9481 -1.5535 -4.8041
H -0.1039 2.4543 0.5147
H -5.3645 -3.2584 4.8079
H -1.0606 1.0767 2.2669
C 2.2956 -2.2713 3.7575
H -2.6468 3.3656 5.1091
N -3.8684 4.5158 2.9522
H -1.3345 4.0094 0.2778
H -8.0456 -4.4527 3.1121
O -1.4469 3.9275 -1.7650
H 4.8561 -2.2655 -0.6906
H 0.0257 5.3515 -1.3905
H 6.9312 -3.0712 -2.7546
H 0.8037 0.6862 -0.8746
O 0.8881 4.8356 3.4600
C 0.5320 1.6978 0.9805
C -2.0325 3.4197 4.2061
O 2.3577 5.3051 0.8203
H -1.3000 2.6119 4.1781
O 2.9100 0.7636 3.3820
C 1.6408 0.4556 -5.8144
O 4.3679 -0.2582 -2.0898
H -2.3388 -0.3896 -0.8524
O 1.4709 -0.6789 -4.9953
H -7.4838 -3.9106 4.5437
H 0.9822 -2.1360 -1.4559
H -1.1873 -0.0799 -5.5878
H -5.3327 -4.2309 1.5339
H -0.2322 -6.6181 -3.5802
C 1.4526 1.0746 -0.0826
H 1.8050 3.6199 -2.3986
C -6.5139 -3.1194 2.9902
H -5.5667 -2.7962 -1.0378
H -0.4751 4.3277 -4.2130
H 0.5541 -2.3815 -4.6757
C 0.3354 -7.1528 -2.8117
H -7.2029 -2.2737 2.8890
H -0.3310 -7.5385 -2.0428
C -3.9141 2.1153 2.9521
H 2.2899 6.1491 3.9982
H 0.2696 -4.4388 -2.6049
H 0.5417 6.5767 -3.8168
H 2.1202 0.3023 0.3016
H -2.7263 0.5325 0.5146
H 0.8255 4.1053 2.8130
C -6.0783 -3.4275 1.5579
H 1.7800 0.0771 -6.8354
H 2.8395 -7.5367 -1.6079
H -2.1349 0.1207 -3.3251
H -1.4828 4.3590 4.2501
C 2.1609 5.4106 3.2051
H 4.6746 -1.5099 -3.7021
O -4.7212 2.2744 1.8117
H 4.8928 0.0667 3.1641
H 0.7441 1.0806 -5.8867
H -2.6793 4.9420 -0.3689
H 4.1106 -1.3934 4.6314
N 1.0679 5.7012 -3.8174
H -0.6755 -0.7857 -2.7917
H -3.2847 1.2163 2.9169
H 3.6180 -3.9326 -1.6507
H -2.3201 3.2713 2.1136
H 1.7952 -1.6076 6.3191
N -7.1975 -4.2556 3.6347
C 3.4984 0.6567 -2.7180
H -1.9496 -2.7521 -4.5158
O 1.8130 -3.9717 -1.3762
H 2.4948 1.0311 -5.4726
H 2.4536 0.3355 -2.7568
C -1.1151 -0.1628 -3.5806
N 4.5962 -3.8670 -1.9410
H 3.2797 -1.8994 -2.8014
N 2.7749 -1.7960 6.1080
H 0.0103 -5.0113 -1.0646
C -5.5251 1.1247 1.5426
H 1.3647 2.8706 -4.0261
C 1.3972 -6.2465 -2.2176
H -4.4934 2.0609 3.8816
H -4.3451 4.4438 2.0609
C -0.3319 0.5685 1.6249
H 2.9467 4.6543 3.2612
N -2.0493 -1.9231 -5.0927
N 1.3637 2.3883 1.9333
C -1.8637 0.2478 -0.0999
H 2.7710 -2.8109 6.0819
H 0.7664 -7.9767 -3.3818
C 0.3711 -1.4888 -5.2782
O -5.5816 -2.2208 1.0328
H 4.7971 1.5431 3.9497
C 0.8356 -4.8971 -1.7808
O -0.8765 -0.3420 0.7024
H -4.3659 -3.0437 3.3280
H 1.9643 1.7491 2.4891
C -2.0882 4.0352 -0.5179
H -6.9185 -3.7337 0.9206
C 6.5811 -2.5166 -1.8745
H 1.1117 5.5724 -4.8271
H 2.5954 -6.2703 -0.6341
H 6.9672 -1.5158 -2.0848
H 2.2311 -1.9090 2.7313
H 3.8758 0.7908 -3.7373
N 2.1101 -6.9942 -1.1615
H -2.6814 3.1328 -0.3785
H 4.5067 1.4994 2.2416
H 3.5107 1.5895 -2.1585
H 1.3763 6.8653 1.7498
H 2.6430 -3.2985 3.8640
C -0.6497 5.0079 -2.1826
H 0.2591 -1.7154 -6.3435
C 4.3099 -1.5514 -2.6656
H -4.5837 4.3124 3.6437
H 7.1018 -3.0567 -1.0852
H 1.5170 0.2757 4.8010
C 2.5834 0.1492 4.6118
H 4.6439 -4.1185 -2.9222
H -4.9580 0.2048 1.3992
H 0.6309 -2.8988 0.0970
H 2.2259 -2.3208 -0.2217
C -1.0215 -0.9134 -4.8925
C 4.2788 0.9735 3.1674
C 1.0241 3.3559 -3.1130
C -4.9977 -2.2915 -0.2559
C -2.9493 3.3571 3.0014
H -3.9922 -2.7217 -0.2022
H -1.4557 1.0403 -0.7359
H -1.2753 5.8442 -2.5152
C 3.0276 -1.3153 4.7449
H -6.0237 1.3772 0.6067
H 0.3555 2.6498 -2.6141
C 0.1916 4.6042 -3.3861
H 1.2655 -2.3096 4.1291
H -6.3085 0.9756 2.2887
C 2.2527 6.2252 1.8876
H 0.3251 -0.0072 2.2794
H 3.0937 6.9136 2.0315
H 2.0737 1.8381 -0.5513
C 5.0807 -2.5046 -1.7323
H -5.2284 -1.7126 4.0994
*
```